(1)
The following is a quantum chemistry calculation of a 11-piece molecular cluster, C12H37O15 overall, from the OMol25 dataset.

Last column: natural (NBO) charge in e.
Positions of all 64 atoms, in Å:
C: 9.32814 1.26348 32.97863  -0.624
C: 9.10158 1.68875 31.53952  -0.045
O: 8.34000 0.80968 30.80056  -1.004
H: 9.77170 0.26098 33.01738  0.208
H: 8.39991 1.28377 33.54375  0.192
H: 10.06181 1.91051 33.46952  0.170
H: 10.07858 1.86567 31.03433  0.106
H: 8.61592 2.68669 31.56041  0.120
C: 10.41092 -2.24603 31.01757  -0.109
C: 11.04127 -2.76610 29.72180  -0.109
O: 12.32290 -2.06945 29.70645  -0.506
C: 12.54678 -1.50305 30.90943  0.978
O: 13.50513 -0.83930 31.16515  -0.615
O: 11.55094 -1.79466 31.77648  -0.496
H: 9.89194 -3.01473 31.58486  0.212
H: 9.70468 -1.43740 30.82750  0.222
H: 10.41696 -2.50155 28.87271  0.231
H: 11.31552 -3.82048 29.68526  0.179
C: 12.58333 2.61067 33.94410  -0.106
C: 12.88753 1.44221 32.99988  -0.098
O: 13.04726 0.33073 33.89687  -0.471
C: 12.57749 0.66710 35.11435  0.975
O: 12.51696 -0.06829 36.03341  -0.590
O: 12.17862 1.96737 35.16016  -0.510
H: 11.75687 3.21897 33.57271  0.202
H: 13.43205 3.26136 34.15372  0.180
H: 13.80703 1.63164 32.44845  0.201
H: 12.11675 1.18843 32.27805  0.212
O: 7.34729 -2.17349 29.29814  -0.971
H: 7.36865 -2.02286 30.26100  0.490
H: 7.93826 -1.46298 29.00126  0.474
O: 7.56281 5.25050 32.15473  -0.943
H: 7.75597 6.18563 32.04235  0.457
H: 7.93242 4.81820 31.37446  0.485
O: 7.68176 2.90655 28.77510  -0.959
H: 8.10303 2.28168 29.40019  0.497
H: 8.36125 3.08945 28.11982  0.448
O: 7.67991 -0.79505 34.91197  -0.972
H: 7.69352 -1.23369 35.76651  0.472
H: 7.70212 0.15467 35.10260  0.501
O: 7.26922 -1.49785 32.14338  -1.035
H: 7.42004 -1.38228 33.09419  0.499
H: 7.65130 -0.68948 31.71982  0.506
O: 5.69565 1.59705 30.99043  -0.987
H: 5.39724 1.29809 31.85402  0.448
H: 6.63501 1.28159 30.93801  0.503
C: 9.47524 0.82155 37.26072  -0.639
C: 9.11358 2.09106 36.49043  -0.071
O: 7.76650 1.98801 36.01102  -0.750
H: 8.60622 0.48780 37.83228  0.202
H: 10.34501 0.99589 37.88973  0.223
H: 9.75565 0.01288 36.58139  0.223
H: 9.82938 2.21184 35.67403  0.187
H: 9.19045 2.93196 37.18937  0.151
H: 7.60313 2.73574 35.42634  0.484
C: 11.28607 -0.12477 26.79943  -0.621
C: 10.69289 0.35064 28.11361  -0.059
O: 9.43448 -0.28978 28.25015  -0.786
H: 12.36309 0.08547 26.75551  0.201
H: 10.80305 0.32249 25.93377  0.203
H: 11.22021 -1.21267 26.74091  0.208
H: 10.66998 1.45001 28.10891  0.149
H: 11.35827 0.06533 28.93757  0.156
H: 9.07145 0.10094 29.11500  0.521

Molar mass (g/mol): 421.41
Frontier orbital gap (eV): 8.027
HOMO (eV): -5.6
LUMO level (hartree): 0.0906
Net charge: -1
E (eV): -43759.03243

=====

(2)
The following is a quantum chemistry calculation of a 7-piece molecular cluster, C12H38BF4N10O6 overall, from the OMol25 dataset.

Last column: Löwdin charge in e.
Positions of all 71 atoms, in Å:
B: -0.87429 -1.17272 -0.36762  -1.356
F: 0.07325 -1.23613 0.65150  0.091
F: -1.46822 -2.39344 -0.64476  0.097
F: -1.91767 -0.30490 0.00180  0.061
F: -0.32608 -0.72484 -1.54030  0.111
C: 0.18899 3.49753 -6.60005  -0.069
C: 0.80274 4.30563 -5.48696  -0.490
C: 0.77904 5.77539 -5.87095  -0.173
O: 1.31489 6.07045 -7.21358  -0.196
C: 1.61457 7.42768 -7.50512  -0.127
N: 0.08695 4.19217 -4.24934  0.044
H: 0.33996 2.42921 -6.44513  0.077
H: 0.68158 3.61355 -7.56546  0.074
H: -0.84968 3.78130 -6.76957  0.088
H: 1.82715 3.94794 -5.38338  0.138
H: 1.27117 6.28667 -5.04360  0.118
H: -0.25967 6.10582 -5.86863  0.123
H: 0.75627 8.08017 -7.34488  0.077
H: 2.01626 7.48325 -8.51688  0.085
H: 2.32049 7.91290 -6.83107  0.074
H: -0.01261 3.20189 -4.07752  0.080
H: 0.74239 4.47060 -3.53312  0.076
C: -3.82443 -4.43409 6.45499  -0.061
C: -3.07088 -3.75598 5.25349  -0.433
C: -1.53339 -4.17385 5.43671  -0.228
O: -0.90860 -3.57352 6.52614  -0.203
C: 0.35550 -4.10477 6.81656  -0.103
N: -3.56601 -4.30389 4.09683  0.021
H: -3.56720 -4.05851 7.44538  0.069
H: -3.65135 -5.50755 6.37877  0.069
H: -4.88917 -4.27661 6.28285  0.064
H: -3.18206 -2.67168 5.24849  0.143
H: -1.02046 -3.93861 4.50415  0.117
H: -1.38771 -5.25334 5.47670  0.112
H: 0.88534 -3.41907 7.47776  0.090
H: 0.83179 -4.15045 5.83720  0.087
H: 0.16654 -5.09694 7.22642  0.088
H: -3.30074 -3.86506 3.22668  0.090
H: -3.15191 -5.21716 3.97615  0.078
C: -0.92038 2.79216 3.90374  -0.832
O: -0.98729 3.55619 4.84968  0.014
N: -1.28520 3.10234 2.68112  0.161
N: -0.60757 1.57597 3.97316  0.173
H: -1.52795 2.32163 2.08811  0.111
H: -1.46557 4.07081 2.45837  0.115
H: -0.35488 1.02082 3.16815  0.126
H: -0.65103 1.18398 4.90298  0.129
C: -6.06075 0.53469 -2.79819  -0.843
O: -7.05593 0.74862 -3.35961  0.066
N: -4.87147 0.36201 -3.42220  0.158
N: -6.01551 0.54892 -1.52136  0.172
H: -3.98670 0.22774 -2.95397  0.104
H: -4.95227 0.29652 -4.42683  0.104
H: -5.09530 0.37528 -1.14300  0.111
H: -6.77123 0.82579 -0.91117  0.125
C: 4.21069 -3.11885 -3.10123  -0.753
O: 5.40304 -3.43867 -3.25351  -0.012
N: 3.38814 -2.87535 -4.08696  0.147
N: 3.58362 -2.96264 -1.95092  0.164
H: 3.76408 -2.93801 -5.02230  0.115
H: 2.39328 -2.80466 -3.92774  0.111
H: 3.92982 -3.45688 -1.14100  0.121
H: 2.63140 -2.62742 -1.98251  0.109
C: 6.04453 -1.75206 2.93930  -0.804
O: 5.76422 -2.88854 2.57698  0.020
N: 5.14513 -0.80220 3.11161  0.157
N: 7.17783 -1.38483 3.36074  0.161
H: 5.47330 -0.02035 3.66035  0.099
H: 4.17028 -0.94453 2.88915  0.123
H: 7.30251 -0.42390 3.64568  0.114
H: 7.93417 -2.05361 3.33269  0.131

Molar mass (g/mol): 505.30
Frontier orbital gap (eV): 9.504
HOMO (eV): -7.4
LUMO level (hartree): 0.0769
Net charge: -1
E (eV): -51801.90707

=====

(3)
The following is a quantum chemistry calculation of a 7-piece molecular cluster, C12H38O13 overall, from the OMol25 dataset.

Last column: natural (NBO) charge in e.
Positions of all 63 atoms, in Å:
O: 0.43100 0.63446 0.92636  -0.972
H: 0.60004 0.90352 0.02355  0.501
H: 1.24749 0.17651 1.07638  0.485
C: -3.25396 3.58224 -1.66436  -0.091
C: -1.80525 3.24994 -1.97612  -0.093
O: -1.77413 2.83333 -3.36143  -0.746
O: -3.95669 2.30089 -1.55924  -0.760
H: -3.66185 4.16923 -2.50383  0.186
H: -3.32103 4.23403 -0.87559  0.162
H: -1.27720 2.55466 -1.32605  0.188
H: -1.21969 4.20397 -2.01044  0.166
H: -2.23400 2.00119 -3.46871  0.472
H: -3.55915 1.81602 -0.81855  0.492
C: -3.87579 0.67384 1.29252  -0.111
C: -4.71307 -0.39995 0.54312  -0.084
O: -3.99898 -1.57725 0.82370  -0.756
O: -2.76613 1.09191 0.56021  -0.755
H: -3.65692 0.26134 2.30375  0.182
H: -4.52088 1.46444 1.58552  0.168
H: -4.81766 -0.19001 -0.54828  0.173
H: -5.70404 -0.44866 0.99251  0.169
H: -3.07938 -1.37162 0.91535  0.491
H: -2.08104 0.62728 1.07688  0.518
C: 2.01454 -3.11627 -1.90250  -0.088
C: 0.91366 -3.36687 -0.89541  -0.083
O: 0.56650 -2.13650 -0.28614  -0.729
O: 3.04814 -2.32276 -1.31893  -0.742
H: 1.60554 -2.71649 -2.76491  0.172
H: 2.53447 -4.04534 -2.19412  0.164
H: 1.29735 -3.97012 -0.03617  0.152
H: 0.07044 -3.86241 -1.39460  0.196
H: 1.36368 -1.73983 0.02436  0.479
H: 3.81543 -2.87062 -1.36091  0.476
C: 1.96912 3.40866 -1.40710  -0.075
C: 1.85297 2.11032 -2.27763  -0.088
O: 0.99745 1.16124 -1.70930  -0.750
O: 2.89628 4.24234 -1.99733  -0.704
H: 2.18234 3.18224 -0.38068  0.155
H: 1.08807 3.99172 -1.34072  0.188
H: 2.80442 1.54900 -2.40504  0.155
H: 1.47286 2.43081 -3.25730  0.185
H: 0.82823 0.51604 -2.41388  0.489
H: 3.77259 3.86804 -1.95331  0.467
C: -0.92653 -2.10160 2.68589  -0.069
C: -2.09871 -3.03734 3.04982  -0.110
O: -1.88092 -3.43209 4.39605  -0.704
O: -1.35229 -1.12799 1.71358  -0.812
H: -0.05432 -2.66903 2.24224  0.160
H: -0.62606 -1.49963 3.59241  0.178
H: -2.15351 -3.82541 2.28273  0.161
H: -3.12937 -2.59368 2.92780  0.191
H: -2.52888 -4.10018 4.45075  0.464
H: -0.58980 -0.64167 1.32546  0.516
C: 3.98210 -0.72845 1.56182  -0.079
C: 4.19961 0.13620 0.38244  -0.098
O: 5.55570 0.57170 0.43463  -0.705
O: 2.58490 -0.86132 1.73821  -0.747
H: 4.43297 -0.27758 2.41409  0.180
H: 4.43293 -1.74912 1.42614  0.155
H: 3.57993 1.02154 0.38521  0.181
H: 3.95513 -0.34221 -0.52149  0.189
H: 6.08279 -0.14769 0.60417  0.455
H: 2.43854 -1.69895 2.17243  0.488

Molar mass (g/mol): 390.42
Frontier orbital gap (eV): 9.223
HOMO (eV): -9.3
LUMO level (hartree): -0.0025
Net charge: 0
Energy above the lowest of the compared OMol25 structures with the same formula, charge and spin (kcal/mol): 30.8
E (eV): -39673.32323
SMILES: OCCO.OCCO.OCCO.OCCO.OCCO.OCCO.O

=====

(4)
The following is a quantum chemistry calculation of a 6-piece molecular cluster, C12H39N3O6 overall, from the OMol25 dataset.

Last column: natural (NBO) charge in e.
Positions of all 60 atoms, in Å:
C: -3.18927 -16.03599 13.02023  -0.602
C: -2.79589 -15.49836 11.62801  -0.098
C: -3.12808 -16.48678 10.54389  -0.074
O: -3.52341 -15.99768 9.22401  -0.567
C: -2.36639 -15.50407 8.45868  -0.297
N: -3.44472 -14.16869 11.60312  -0.836
H: -2.94597 -17.06516 13.23180  0.209
H: -4.20447 -15.96940 13.20620  0.198
H: -2.75887 -15.42005 13.79299  0.217
H: -1.70690 -15.45507 11.61604  0.190
H: -4.05029 -17.08231 10.88163  0.179
H: -2.34488 -17.19712 10.28960  0.182
H: -1.42791 -16.08985 8.54751  0.177
H: -2.22339 -14.44037 8.70179  0.204
H: -2.61860 -15.50173 7.39120  0.191
H: -4.43515 -14.33694 11.62710  0.358
H: -3.19636 -13.62773 10.82303  0.373
C: -4.00152 -5.42257 8.51719  -0.633
C: -4.23923 -6.71746 9.23743  -0.092
C: -3.62991 -6.64181 10.56969  -0.058
O: -2.23421 -6.48618 10.63819  -0.539
C: -1.50676 -7.64526 10.24369  -0.262
N: -5.65776 -6.99052 9.41342  -0.837
H: -3.98931 -5.46357 7.44003  0.212
H: -3.06900 -5.00210 8.95447  0.231
H: -4.76282 -4.64616 8.76917  0.201
H: -3.71030 -7.53342 8.65358  0.173
H: -3.89142 -7.53203 11.17237  0.168
H: -4.01156 -5.83346 11.07054  0.183
H: -0.52746 -7.62970 10.62451  0.185
H: -1.40786 -7.72362 9.19591  0.163
H: -1.94605 -8.60242 10.50809  0.178
H: -5.85840 -7.99953 9.18545  0.371
H: -6.16472 -6.41495 8.74342  0.358
C: -1.09598 -11.14344 13.51456  -0.613
C: -2.55747 -10.84134 13.88422  -0.069
C: -2.93049 -9.39133 13.75051  -0.064
O: -2.26063 -8.75006 14.86074  -0.563
C: -2.21972 -7.33098 14.87504  -0.242
N: -3.43455 -11.68141 13.03377  -0.889
H: -0.90428 -11.16304 12.41972  0.207
H: -0.88274 -12.14045 13.88284  0.204
H: -0.45169 -10.43329 13.99618  0.226
H: -2.67220 -11.08381 14.91925  0.180
H: -4.04685 -9.24128 13.78129  0.171
H: -2.54771 -8.96049 12.78061  0.174
H: -1.81639 -6.96594 13.92904  0.171
H: -1.52267 -6.99910 15.66869  0.191
H: -3.20917 -6.95378 15.00218  0.168
H: -4.41210 -11.76495 13.36094  0.362
H: -3.14845 -12.65401 13.00173  0.404
O: -2.04784 -12.24891 8.43227  -0.982
H: -2.93321 -12.42379 8.18422  0.489
H: -1.55659 -12.10726 7.62105  0.480
O: -4.56084 -13.08371 7.95240  -0.964
H: -4.57383 -14.02727 8.23767  0.498
H: -4.69013 -12.52696 8.69396  0.491
O: -3.72606 -10.86883 10.25535  -1.025
H: -3.70615 -11.03545 11.22297  0.504
H: -2.95540 -11.19209 9.83435  0.483

Molar mass (g/mol): 321.46
Frontier orbital gap (eV): 9.604
HOMO (eV): -9.0
LUMO level (hartree): 0.0207
Net charge: 0
Energy above the lowest of the compared OMol25 structures with the same formula, charge and spin (kcal/mol): 23.9
E (eV): -29829.67060
SMILES: COC[C@H](C)N.COC[C@H](C)N.COC[C@H](C)N.O.O.O